# 1
Density functional theory data (the ωB97M-V functional and the def2-TZVPD basis) for a cluster of 8 separate species, H16O8 in total in a non-equilibrium geometry.

Properties
Gap between HOMO and LUMO (eV): 10.19
Energy (eV): -16636.228
SMILES: O.O.O.O.O.O.O.O
Energy relative to the best compared isomer or geometry (same formula, charge and spin) (kcal/mol): 133.3

Geometry as ORCA input:
```
! wB97M-V def2-TZVPD RIJCOSX def2/J DEFGRID3
* xyz 0 1
H 2.81758 0.47969 1.48639
H 2.39843 1.99675 1.55278
O -0.71776 -1.01716 -0.29933
O 0.04589 1.34787 3.36744
O 2.97609 0.32396 -3.53697
H -0.28084 0.96458 2.51570
H 0.03876 0.76183 4.11148
H -4.20059 -0.17718 -0.82593
O -0.09943 2.41021 1.83652
H 2.56286 -2.72244 0.68328
H 2.50632 -0.11804 -4.30568
O 2.38177 -2.43942 1.52507
H -0.93860 2.42171 1.42397
H -2.89155 -1.47562 -2.50135
O -5.09573 -0.50436 -0.70344
H -5.73089 0.07300 -0.99113
H -0.43639 -0.23151 -0.75252
H -2.29644 -0.28926 -1.90564
H 3.24528 -2.24497 2.01665
O -2.19924 -0.88157 -2.65563
H 3.78751 -0.15394 -3.36451
H -0.71143 -1.86438 -0.86579
O 2.28066 1.11496 1.02485
H 0.55772 2.22532 1.16380
*
```

Atom charges from the Löwdin analysis, given in e for atoms 1 to 6: 0.015 0.105 -0.090 -0.122 -0.085 0.055

=====

# 2
Density functional theory data (the ωB97M-V functional and the def2-TZVPD basis) for a cluster of 8 separate species, H16O8 in total.

Properties
Gap between HOMO and LUMO (eV): 10.99
Energy (eV): -16640.130
SMILES: O.O.O.O.O.O.O.O
Energy relative to the best compared isomer or geometry (same formula, charge and spin) (kcal/mol): 43.4

Geometry as ORCA input:
```
! wB97M-V def2-TZVPD RIJCOSX def2/J DEFGRID3
* xyz 0 1
H 0.85080 2.64431 -1.53968
H -2.60215 0.34281 1.02719
O -0.53414 2.50970 0.91981
O -3.18419 0.26515 1.79649
O -1.02618 -2.29883 -1.74671
H -3.92840 0.84483 1.59872
H -1.13709 -1.55376 -1.13489
O -0.32634 -0.10409 3.17928
H -1.14723 2.62862 1.65633
O 1.46006 2.16625 -2.10660
H -1.68483 -2.16153 -2.43673
H 0.82052 -0.67499 0.15517
H 3.29622 -1.85860 1.11337
O 2.42708 -1.71690 0.72602
H 1.05625 -1.22605 -2.39874
H 2.27022 -1.18966 -3.33352
H -0.00723 0.60089 0.42900
O 1.98607 -1.49244 -2.46430
H 1.33106 1.23872 -1.86049
H -1.11446 -0.46162 2.75021
H 2.49003 -2.09952 -0.16313
H -0.66766 0.51013 3.83803
O 0.19651 -0.05715 -0.25802
H -0.82494 3.14371 0.25321
*
```

Atom charges from the Löwdin analysis, given in e for atoms 1 to 6: 0.008 0.027 -0.042 -0.053 -0.061 0.045

=====

# 3
Density functional theory data (the ωB97M-V functional and the def2-TZVPD basis) for a cluster of 8 separate species, H16O8 in total in a non-equilibrium geometry.

Properties
Gap between HOMO and LUMO (eV): 11.78
Energy (eV): -16641.477
SMILES: O.O.O.O.O.O.O.O
Energy relative to the best compared isomer or geometry (same formula, charge and spin) (kcal/mol): 12.3

Geometry as ORCA input:
```
! wB97M-V def2-TZVPD RIJCOSX def2/J DEFGRID3
* xyz 0 1
H 1.63137 -2.47918 1.38984
H -2.08600 -1.09709 0.26763
H -1.28932 1.01232 -1.50298
H -0.78235 -1.41369 1.11492
H 1.28791 -0.42563 -1.56189
H 0.95172 -1.69639 -0.76569
H 2.12326 1.79197 -1.68355
O 1.85592 0.54869 1.79375
H -0.73482 -0.96315 -1.63407
H -1.44995 1.75117 2.34114
O -0.84008 1.83675 -1.14496
O -1.71203 -0.67359 -1.55944
O 1.00089 -1.80557 1.04167
O -0.99296 1.34958 1.59896
H 1.44002 -0.94854 1.43123
H 1.98996 0.86568 0.84940
H -1.50393 0.47387 1.46584
H 0.93326 0.90799 1.91214
O 1.64601 1.13117 -1.14417
O -1.79664 -1.14977 1.17512
H -2.12186 -0.92452 -2.38825
O 0.84786 -1.31931 -1.68472
H -1.09538 1.86497 -0.16861
H 0.69715 1.36224 -1.14331
*
```

Atom charges from the Löwdin analysis, given in e for atoms 1 to 6: 0.091 0.000 0.035 0.078 0.020 0.034

=====

# 4
Density functional theory data (the ωB97M-V functional and the def2-TZVPD basis) for a cluster of 8 separate species, H16O8 in total.

Properties
Gap between HOMO and LUMO (eV): 10.56
Energy (eV): -16639.656
SMILES: O.O.O.O.O.O.O.O
Energy relative to the best compared isomer or geometry (same formula, charge and spin) (kcal/mol): 54.3

Geometry as ORCA input:
```
! wB97M-V def2-TZVPD RIJCOSX def2/J DEFGRID3
* xyz 0 1
H 3.01302 -1.53445 0.21564
H -1.84632 0.06168 -2.46502
O 0.66496 -1.54084 -1.77628
O -0.20202 -3.60208 0.47852
H 0.30016 -2.90317 0.04569
H 1.64451 3.61669 0.54349
H -0.15709 1.18971 0.86297
H 0.38447 -4.36273 0.47291
H -0.44571 -0.24123 0.44166
O -0.52408 0.36128 1.18944
H -0.72949 3.05620 0.48260
O 1.97160 2.71222 0.59776
H 2.19996 2.58454 1.52372
H 1.34635 -1.86293 -2.37389
O 2.11317 -1.56477 0.55790
H -2.49762 0.10208 1.56768
H -3.47801 -1.06521 1.42709
O -0.83142 3.56006 -0.32783
H 2.13966 -1.06385 1.38012
H 1.11497 -1.43509 -0.91697
H -0.43438 -0.36257 -2.85774
O -3.24374 -0.33318 2.00343
H -1.41477 4.28678 -0.08846
O -1.08815 0.34087 -2.98444
*
```

Atom charges from the Löwdin analysis, given in e for atoms 1 to 6: 0.073 0.025 -0.057 -0.056 -0.028 0.033

=====

# 5
Density functional theory data (the ωB97M-V functional and the def2-TZVPD basis) for a cluster of 8 separate species, H16O8 in total in a non-equilibrium geometry.

Properties
Gap between HOMO and LUMO (eV): 10.00
Energy (eV): -16637.828
SMILES: O.O.O.O.O.O.O.O
Energy relative to the best compared isomer or geometry (same formula, charge and spin) (kcal/mol): 96.4

Geometry as ORCA input:
```
! wB97M-V def2-TZVPD RIJCOSX def2/J DEFGRID3
* xyz 0 1
H 4.14635 0.28410 -0.88614
H 1.68996 -2.95660 -0.04900
O 0.74960 -3.14872 0.15874
O -3.07537 2.50784 -1.43052
H -2.41051 -0.82040 -2.76557
H 5.00429 -0.32747 0.19764
O -3.22922 2.11768 1.92904
H -2.62746 2.03621 -2.10496
H 3.67187 2.08538 0.12500
H -3.99211 2.19638 -1.42530
O 4.24038 0.29362 0.07206
H -3.08174 1.19037 2.26923
O -0.02293 -1.09722 -0.57858
H 0.46123 -3.31813 -0.80243
O -1.91425 -1.68027 -2.75644
H 3.68210 3.59706 0.26910
O 4.02359 2.85851 -0.23662
H -0.09985 -1.79038 2.95224
H 0.73915 -0.52987 -0.59855
H -0.50347 -0.68282 0.07852
O -0.91833 -1.49758 3.33189
H -1.58982 -2.09617 3.26173
H -1.72648 -1.82024 -3.70383
H -3.21698 2.59871 2.69273
*
```

Atom charges from the Löwdin analysis, given in e for atoms 1 to 6: 0.048 0.037 -0.125 -0.042 0.047 0.082

=====

# 6
Density functional theory data (the ωB97M-V functional and the def2-TZVPD basis) for a cluster of 8 separate species, H16O8 in total.

Properties
Gap between HOMO and LUMO (eV): 11.65
Energy (eV): -16639.065
SMILES: O.O.O.O.O.O.O.O
Energy relative to the best compared isomer or geometry (same formula, charge and spin) (kcal/mol): 67.9

Geometry as ORCA input:
```
! wB97M-V def2-TZVPD RIJCOSX def2/J DEFGRID3
* xyz 0 1
H 1.41947 4.98292 0.78063
H -3.29629 -0.17041 -5.66502
H 3.39576 -1.03118 3.61227
H -3.52448 -2.69955 1.20657
O -3.87603 0.18533 -4.99153
H -3.48488 1.02729 -4.75846
H -4.42971 -1.76726 0.42984
H 3.25315 1.11714 -3.38590
H 1.79176 -6.75851 2.65357
H -3.24278 1.90660 1.91467
H -2.43697 3.04791 1.33159
H 3.75795 1.87917 -4.59269
O -3.53468 -2.10558 0.45601
O 2.10880 -6.31753 1.86537
O 0.92692 5.72575 0.43159
O 0.72100 -0.01278 -0.42488
H 0.88656 -0.68847 0.23260
O 2.88433 -1.83698 3.53900
H 1.18350 6.46449 0.98356
H 2.10937 -5.38808 2.09417
O 3.91702 1.75094 -3.65755
H 2.48713 -1.94849 4.40273
H -0.21492 -0.08452 -0.61232
O -2.80197 2.72179 2.15419
*
```

Atom charges from the Löwdin analysis, given in e for atoms 1 to 6: 0.028 0.028 0.030 0.028 -0.055 0.027

=====

# 7
Density functional theory data (the ωB97M-V functional and the def2-TZVPD basis) for a cluster of 8 separate species, H16O8 in total.

Properties
Gap between HOMO and LUMO (eV): 9.83
Energy (eV): -16639.585
SMILES: O.O.O.O.O.O.O.O
Energy relative to the best compared isomer or geometry (same formula, charge and spin) (kcal/mol): 55.9

Geometry as ORCA input:
```
! wB97M-V def2-TZVPD RIJCOSX def2/J DEFGRID3
* xyz 0 1
H 0.07516 -0.02207 -0.31024
O 0.32299 0.83421 -0.65895
O -2.84808 -2.00099 -1.46440
H 1.87198 1.96550 -0.65457
H 1.27449 0.62072 -2.18775
O -0.94063 0.78406 1.95659
O -1.87259 3.44561 1.73371
O 0.65898 -2.32702 1.58203
H 1.53032 1.52336 -3.37589
H -0.16799 0.67715 2.51141
H -2.69363 3.20598 1.30394
H 0.91055 -1.43009 1.80218
O 0.50497 -2.89807 -1.08975
H -2.99873 -2.83903 -1.90169
H 0.43297 -2.69299 -0.15755
H 0.91295 -3.76362 -1.11424
H -0.32450 1.43805 -0.29511
H -1.94601 -2.05382 -1.14861
O 1.88655 0.76756 -2.90889
H 1.14183 -2.87124 2.20405
H 2.73542 2.39616 0.51201
H -1.38453 -0.06300 1.99750
H -1.48857 2.61034 2.00032
O 2.40602 2.69328 -0.33619
*
```

Atom charges from the Löwdin analysis, given in e for atoms 1 to 6: 0.042 -0.040 -0.054 -0.031 -0.030 -0.025

=====

# 8
Density functional theory data (the ωB97M-V functional and the def2-TZVPD basis) for a cluster of 8 separate species, H16O8 in total.

Properties
Gap between HOMO and LUMO (eV): 10.57
Energy (eV): -16640.097
SMILES: O.O.O.O.O.O.O.O
Energy relative to the best compared isomer or geometry (same formula, charge and spin) (kcal/mol): 44.1

Geometry as ORCA input:
```
! wB97M-V def2-TZVPD RIJCOSX def2/J DEFGRID3
* xyz 0 1
H -1.73187 0.74033 -3.79510
H 0.22644 0.85124 0.29554
H -2.02225 0.17008 -2.40596
H 0.41109 -0.22009 3.77806
O -1.14922 2.73700 -1.62792
O 0.16051 0.63247 3.40489
H -0.91233 -0.17029 0.40327
O -1.43216 -1.66723 1.84456
O 1.57430 -2.25662 1.03052
H 2.45131 2.23079 0.66489
O -1.37575 0.14895 -3.12278
O 1.99786 1.38733 0.78103
H 0.81893 -2.84125 1.14904
H -2.11087 -1.53217 2.51744
H 2.22782 0.86957 -0.00718
H 1.19994 -1.51015 -1.61703
H 1.36287 -1.48541 1.56791
H 0.84383 0.82167 2.74830
O -0.45376 0.39875 -0.23147
H -1.41941 2.48798 -2.51057
H -0.78043 1.90734 -1.25239
O 1.36198 -0.95530 -2.38694
H 0.55897 -0.41741 -2.47565
H -1.80780 -2.32758 1.24756
*
```

Atom charges from the Löwdin analysis, given in e for atoms 1 to 6: 0.051 0.014 0.049 0.034 -0.077 -0.053